Entry from the OMol25 dataset: a structure of composition C44H53BClCoN9S3Te (wB97M-V/def2-TZVPD).

Geometry as ORCA input:
```
! wB97M-V def2-TZVPD RIJCOSX def2/J DEFGRID3
* xyz 0 4
C -2.0371 3.6475 2.0701
H -3.6200 -1.9418 -6.0382
N -4.2898 -3.7280 4.3516
H -0.5238 4.6207 -1.0176
C 1.5084 -2.4646 -1.3899
H -0.5088 -4.2532 -1.6063
H 1.8982 3.0511 2.5680
H -4.2044 -0.1967 -1.6663
H -0.7173 4.4027 -2.7696
C 0.6994 3.0164 -1.8392
H -2.3406 4.6958 2.0710
C -1.8276 -0.5591 4.6002
H 0.2811 -1.7058 -3.8527
H -2.8436 1.1288 5.3878
H 3.4649 -3.4697 -3.0114
C -2.6241 -2.2953 -5.7757
H 1.1889 0.8116 -7.9479
N 0.2289 1.0852 -0.4552
H -0.9506 3.5941 1.9835
H 4.9277 -0.2035 2.7515
C 0.4192 0.1836 -7.5180
B -0.1302 -0.7000 1.2079
H -1.1851 -1.9887 6.0457
C 0.3809 -0.0223 -6.1498
H -0.5078 -0.2760 -9.4020
C -1.5611 -1.4281 -6.3898
C 2.8857 0.5591 2.8144
C -2.0331 1.5349 3.4174
C 1.4770 -6.1316 -3.5769
N -0.5551 0.1007 -0.0289
C -1.9180 3.7443 4.5590
S -0.4391 -2.5849 3.3616
C -4.0376 3.0040 3.4366
H -4.4603 1.3337 -0.8293
H -2.0235 2.7211 -2.2881
Cl 1.4897 -7.6534 -4.4056
C -3.8752 0.8377 -1.6085
C 0.3636 -4.5450 -2.1790
N -0.9656 -0.1931 2.4137
H -0.5078 -6.4014 -2.8134
H 2.6675 3.8118 -1.4203
C -2.4221 0.9086 -1.2570
C 2.0747 1.6507 4.9006
N -1.4124 1.0568 2.3805
C -2.2759 0.7277 4.5582
C -1.1053 -1.0236 3.4593
S -2.5528 -1.5622 -0.0137
H 4.7069 0.7835 4.9113
C -3.9725 -4.1683 3.3271
C -1.6179 1.9346 -1.6655
C 1.1205 2.5439 -3.2405
C -2.1014 -1.4859 5.7362
H 5.2811 1.8460 3.6053
H 4.6077 2.5378 5.0815
H 1.6944 1.6170 -3.1730
C 2.5904 -4.1081 -2.9568
H 0.2460 2.3598 -3.8696
H -4.0655 1.3380 -2.5560
H 1.7386 3.3028 -3.7236
N -3.6658 -4.6679 2.1576
H -4.4734 2.4016 2.6374
C 0.3561 -5.7526 -2.8552
C 4.5759 -2.4839 1.2916
H 0.5916 -1.8850 -1.4829
C 2.9045 3.0330 2.9879
C -2.6237 -4.5026 1.4774
Co -0.6525 -2.7071 0.9970
C 3.5692 -1.4176 1.6109
C -0.5305 -0.4228 -8.3298
H 4.5247 -2.7955 0.2491
H 3.0315 3.8896 3.6539
H -2.5295 -0.9462 6.5791
H 1.1227 0.4458 -5.5119
C 4.5162 1.7135 4.3727
H -2.2280 4.7895 4.5104
H -2.4708 3.1572 1.1971
C 1.9327 3.1611 -0.9427
H 1.6519 3.6048 0.0141
H 1.0681 1.6739 4.4849
C -1.8210 -0.0925 -0.4504
C -0.6011 -0.8296 -5.5800
C -0.2548 1.9695 -1.2811
C -0.5887 -1.0998 -4.1020
H -2.8057 -2.2578 5.4117
H -2.2655 3.3414 5.5115
H -2.5312 -3.3253 -6.1192
C 2.2615 -1.5080 1.1774
C -0.0020 4.3776 -1.9456
H 2.3701 -1.8356 -1.6067
H 2.1937 0.7244 5.4673
H -0.5427 -0.1742 -3.5249
C 1.4841 -3.7158 -2.2111
H 0.7417 5.1527 -2.1322
N -1.6502 -4.3609 0.8222
C 3.9118 -0.3226 2.4065
N 1.3315 -0.5536 1.5375
H -4.3967 4.0294 3.3331
C -1.5130 -1.2190 -7.7668
H -0.8268 3.7070 4.5460
H 2.3890 2.1942 -0.7427
N 1.6548 0.4434 2.3962
S 1.6478 -2.9575 0.4049
H -2.2563 -1.6849 -8.4036
H 3.6251 3.1201 2.1714
H 5.5833 -2.1318 1.5070
Te -2.3782 -2.2034 -3.6268
C 2.5904 -5.3100 -3.6463
H 2.2008 2.4944 5.5831
H -4.3955 2.6151 4.3912
C -2.5035 2.9774 3.3641
H 4.3830 -3.3696 1.9004
C 3.1126 1.7270 3.7694
H 3.4523 -5.6118 -4.2251
*
```

orbital gap (alpha / beta): 5.35 / 7.29 eV
LUMO level (alpha / beta): -0.813 / -0.629 eV
max |F|: 1.157 eV/A

Entry from the OMol25 dataset: a structure of composition C5H9NO2 (wB97M-V/def2-TZVPD).

Geometry as ORCA input:
```
! wB97M-V def2-TZVPD RIJCOSX def2/J DEFGRID3
* xyz 0 1
H -2.6930 -0.1083 -0.5088
C -2.8381 0.8381 0.1830
H 3.4433 -1.1062 -0.0254
H -1.4678 0.2593 1.5085
H -3.0280 1.6546 -0.5107
N -1.5388 0.8459 0.6741
H 0.9394 0.6641 1.4885
O 0.1156 -1.4929 -2.0216
C 0.1631 -0.8319 -1.0058
H -3.6005 0.6514 0.9429
H 2.5275 0.9104 0.8872
O -0.9905 -0.4755 -0.4380
H 1.1857 1.5849 -0.0325
C 2.4700 -1.3373 -0.4355
C 1.5058 0.7253 0.5577
C 1.4170 -0.5498 -0.2281
H 2.3893 -2.2321 -1.0356
*
```

orbital gap (alpha / beta): 9.17 / 9.17 eV
LUMO level (alpha / beta): -0.563 / -0.564 eV
max |F|: 2.731 eV/A
ΔE to the lowest compared entry with this formula, charge and spin: 442.13 kJ/mol

Entry from the OMol25 dataset: a structure of composition C22H23ClGeIN10O2PtS (wB97M-V/def2-TZVPD).

Geometry as ORCA input:
```
! wB97M-V def2-TZVPD RIJCOSX def2/J DEFGRID3
* xyz -1 1
N -2.1349 -2.7265 3.8387
H 4.0856 1.0473 -1.7201
H 2.5307 1.9266 -1.5800
H 1.0136 1.5331 -0.1006
H -2.6788 3.5566 -0.5717
C -1.5387 4.0619 2.1733
I -0.4049 5.5840 1.3179
H 3.9384 -3.6749 -4.4985
C -2.6687 -0.6503 2.4786
H 4.8078 -1.1859 -0.3096
O 2.4712 -0.3440 0.2013
H 6.5589 -2.6909 -1.2561
C -2.5709 4.4229 3.0390
C -3.7362 -0.2642 3.4395
C -3.3396 3.4037 3.5310
N 0.1749 -2.5388 -0.1626
N -1.3348 -3.7291 3.5444
C -2.8030 2.5899 -1.0625
Ge -1.0749 1.8157 -1.5467
Pt -0.3402 -0.3455 0.8286
H 0.3406 3.8850 -1.9874
H -2.2567 0.3321 -3.2420
H 6.1231 -3.9014 -3.3668
C 3.0282 1.0466 -1.9831
C -3.9504 1.0021 3.7508
H 0.6652 2.6662 -3.2349
C 4.6521 -1.7156 -1.2418
H -4.7497 1.2695 4.4271
H -0.5249 -0.0508 -3.2170
H 0.5076 -4.9439 2.0385
C 5.6149 -2.5605 -1.7703
C 3.1727 -2.2681 -3.0744
N 0.4544 -2.7830 -1.4699
C -1.3859 0.2005 -2.5952
H 2.1954 -2.1838 -3.5334
O -0.2008 2.5528 1.0449
S 2.2355 -0.4130 -1.2811
H -1.5590 -0.6473 -1.9324
H -0.8022 3.6503 -3.3188
C -0.0504 1.4654 0.1153
C 5.3656 -3.2464 -2.9543
H -3.3440 1.9268 -0.3849
N -0.8146 -2.0297 2.2614
H -2.7558 5.4506 3.3085
C -0.1183 3.1378 -2.6388
N 0.3800 -3.9732 1.8063
H 2.9007 1.0104 -3.0664
C -1.2773 2.7560 1.8154
C 3.4494 -1.5651 -1.9140
C -2.0816 1.6988 2.3181
Cl -4.6522 3.8395 4.6146
C 0.5314 -3.6746 0.4376
C -0.5409 -3.2779 2.5306
H -3.1010 -1.1986 1.6316
N -1.8297 0.4005 1.9577
C -3.1297 2.0651 3.1885
H -3.4041 2.7344 -1.9635
N 0.9381 -3.9709 -1.5962
H -4.3384 -1.0665 3.8455
C 4.1449 -3.1103 -3.5984
N 1.0003 -4.5803 -0.3944
N -1.7878 -1.7209 3.0833
*
```

orbital gap: 6.81 eV
LUMO level: 2.196 eV
max |F|: 2.115 eV/A
ΔE to the lowest compared entry with this formula, charge and spin: 164.03 kJ/mol